Entry 1:
C5H6N | ωB97M-V/def2-TZVPD

Each line ends with the natural charge from an NBO analysis.
Cartesian coordinates (Å):
H1 -2.027 -1.029 0.022  0.23
C1 -2.069 0.045 0.022  -0.24
C2 0.933 -1.210 0.120  -0.32
C3 1.249 -0.070 0.831  0.17
H2 2.374 1.575 0.053  0.47
N1 2.298 0.500 -0.026  -0.54
H3 0.947 -2.336 0.166  0.31
H4 -2.352 0.691 0.745  0.21
C4 0.103 0.111 -0.097  -0.13
H5 3.308 0.100 -0.074  0.48
H6 -1.993 0.493 -0.938  0.22
C5 1.281 -0.156 -0.850  0.16

The calculation puts the molecular weight at 80.110 u. As for the energy above the lowest of the compared OMol25 structures with the same formula, charge and spin: 955.7 kJ/mol. The value obtained for the HOMO-LUMO gap is 9.31 eV. Its total energy is -6755.272 eV. The HOMO energy is -14.7 eV. Its net charge is +1. Its LUMO energy is -0.1971 Ha. As for the spin multiplicity: 1.

=====

Entry 2:
C6H15OP | ωB97M-V/def2-TZVPD

Each line ends with the natural charge from an NBO analysis.
Cartesian coordinates (Å):
H1 -0.250 -0.719 0.839  0.26
P1 -0.436 2.138 1.285  0.25
C1 1.930 -1.143 -1.498  0.56
H2 -2.975 1.536 2.801  0.20
H3 3.001 0.594 -1.211  0.26
C2 1.993 -2.109 -2.609  -0.70
C3 -3.177 1.333 1.822  -0.60
H4 4.059 -0.817 -1.168  0.22
O1 0.813 -0.963 -1.039  -0.58
H5 -0.794 -0.522 2.437  0.21
H6 -4.034 0.587 1.636  0.21
H7 -1.991 -1.168 1.137  0.21
H8 2.809 -0.410 0.272  0.26
H9 -3.725 2.315 1.417  0.20
C4 -1.862 0.943 1.017  -0.48
C5 3.009 -0.502 -0.808  -0.72
H10 0.236 1.965 -0.067  -0.01
H11 1.934 -3.052 -2.194  0.24
C6 -1.248 -0.428 1.363  -0.66
H12 -1.151 3.369 0.967  -0.03
H13 1.149 -1.947 -3.284  0.24
H14 -2.208 1.053 -0.011  0.22
H15 2.915 -2.052 -3.105  0.21

The SMILES is CC(C)=O.CC(C)P. The calculation puts the molecular weight at 134.159 u. As for the energy above the lowest of the compared OMol25 structures with the same formula, charge and spin: 203.2 kJ/mol. The value obtained for the HOMO-LUMO gap is 9.75 eV. Its total energy is -17799.336 eV. The HOMO energy is -8.9 eV. Its LUMO energy is 0.0304 Ha. As for the spin multiplicity: 1.

=====

Entry 3:
C9H15ClHoINO2PS | ωB97M-V/def2-TZVPD

Each line ends with the Mulliken spin population.
Cartesian coordinates (Å):
C1 -0.012 -1.963 1.653  0.00
S1 -2.943 1.741 4.037  0.00
C2 1.584 -0.960 -1.903  0.00
H1 1.366 -3.581 -0.322  0.00
H2 -1.702 1.033 6.093  0.00
P1 1.898 -1.227 -0.115  -0.02
H3 3.596 0.511 -0.041  0.00
C3 -1.675 1.021 5.010  0.00
C4 -3.233 1.369 -3.566  0.00
H4 -2.362 2.626 -5.041  0.00
I1 -1.500 1.673 -1.769  -0.01
H5 2.679 -3.287 0.855  0.00
H6 4.038 -0.888 0.980  0.00
H7 0.679 -1.498 -2.215  0.00
C5 3.605 -0.584 0.017  0.00
Cl1 1.440 2.178 0.903  -0.01
O1 -3.809 0.335 -3.485  0.00
C6 2.274 -2.998 -0.123  0.00
O2 0.148 -2.786 2.454  0.00
H8 -3.507 3.440 -3.944  0.00
H9 2.455 -1.351 -2.448  0.00
C7 -3.318 2.517 -4.509  0.00
C8 -2.108 1.294 2.599  0.00
N1 -0.943 0.631 2.848  -0.01
C9 -0.675 0.498 4.225  0.00
Ho1 -0.294 0.449 0.690  4.05
H10 0.247 0.015 4.562  0.00
H11 -2.460 1.571 1.588  0.00
H12 -4.137 2.311 -5.213  0.00
H13 1.453 0.112 -2.110  0.00
H14 3.020 -3.188 -0.906  0.00
H15 4.196 -1.014 -0.805  0.00

The calculation puts the molecular weight at 559.552 u. The value obtained for the HOMO-LUMO gap (spin up / spin down) is 8.23 / 8.34 eV. Its total energy is -81692.799 eV. The HOMO energy (spin up / spin down) is -15.8 / -15.9 eV. Its net charge is +2. Its LUMO energy (spin up / spin down) is -0.2798 / -0.2770 Ha. As for the spin multiplicity: 5.